The following is a quantum chemistry calculation of a cluster of 14 separate species, C82H188F9N11O13S3 in total at a distorted geometry, from the OMol25 dataset.

Last columns: bonded neighbours and bond lengths (Å).
Atoms and positions in Å:
1 C 3.261 0.449 3.030  C2 1.570, H11 1.090, H12 1.090, H13 1.090
2 C 3.504 0.018 1.540  C1 1.570, C3 1.472, H14 1.090, H15 1.090
3 C 4.620 0.815 1.005  C2 1.472, C4 1.551, H16 1.090, H17 1.090
4 C 5.238 0.307 -0.324  C3 1.551, N5 1.587, H18 1.090, H19 1.090
5 N 6.573 0.998 -0.831  C4 1.587, C6 1.574, C9 1.593, C10 1.545
6 C 6.228 2.497 -1.159  N5 1.574, C7 1.500, H20 1.090, H21 1.090
7 C 7.131 2.924 -2.278  C6 1.500, C8 1.492, H22 1.090, H23 1.090
8 C 7.309 1.698 -3.112  C7 1.492, C9 1.565, H24 1.090, H25 1.090
9 C 7.105 0.428 -2.221  N5 1.593, C8 1.565, H26 1.090, H27 1.090
10 C 7.682 0.918 0.242  N5 1.545, H28 1.090, H29 1.090, H30 1.090
11 H 4.118 0.217 3.664  C1 1.090
12 H 2.391 -0.136 3.327  C1 1.090
13 H 3.114 1.526 3.115  C1 1.090
14 H 2.655 -0.057 0.861  C2 1.090
15 H 3.868 -1.009 1.540  C2 1.090
16 H 5.449 0.952 1.699  C3 1.090
17 H 4.380 1.873 0.895  C3 1.090
18 H 4.491 0.380 -1.113  C4 1.090
19 H 5.589 -0.725 -0.289  C4 1.090
20 H 6.142 3.162 -0.300  C6 1.090
21 H 5.176 2.548 -1.442  C6 1.090
22 H 8.010 3.276 -1.739  C7 1.090
23 H 6.636 3.741 -2.802  C7 1.090
24 H 8.104 1.634 -3.854  C8 1.090
25 H 6.477 1.748 -3.814  C8 1.090
26 H 8.013 -0.175 -2.211  C9 1.090
27 H 6.362 -0.156 -2.764  C9 1.090
28 H 8.597 1.185 -0.287  C10 1.090
29 H 7.712 -0.144 0.485  C10 1.090
30 H 7.337 1.640 0.982  C10 1.090
31 C 6.629 6.515 -1.656  C32 1.494, H41 1.090, H42 1.090, H43 1.090
32 C 5.136 6.559 -1.656  C31 1.494, C33 1.556, H44 1.090, H45 1.090
33 C 4.419 5.881 -0.453  C32 1.556, C34 1.565, H46 1.090, H47 1.090
34 C 4.774 6.373 0.989  C33 1.565, N35 1.567, H48 1.090, H49 1.090
35 N 3.903 5.704 2.105  C34 1.567, C36 1.566, C39 1.524, C40 1.587
36 C 2.365 5.929 1.913  N35 1.566, C37 1.591, H50 1.090, H51 1.090
37 C 1.834 5.753 3.403  C36 1.591, C38 1.546, H52 1.090, H53 1.090
38 C 3.023 6.043 4.347  C37 1.546, C39 1.573, H54 1.090, H55 1.090
39 C 4.206 6.455 3.396  N35 1.524, C38 1.573, H56 1.090, H57 1.090
40 C 4.245 4.158 2.217  N35 1.587, H58 1.090, H59 1.090, H60 1.090
41 H 7.017 6.914 -0.719  C31 1.090
42 H 7.114 7.055 -2.469  C31 1.090
43 H 7.011 5.494 -1.686  C31 1.090
44 H 4.808 6.178 -2.622  C32 1.090
45 H 4.859 7.613 -1.607  C32 1.090
46 H 4.709 4.831 -0.448  C33 1.090
47 H 3.368 5.885 -0.742  C33 1.090
48 H 4.512 7.427 1.082  C34 1.090
49 H 5.822 6.164 1.207  C34 1.090
50 H 2.047 5.223 1.146  C36 1.090
51 H 2.372 6.966 1.578  C36 1.090
52 H 1.332 4.793 3.523  C37 1.090
53 H 1.058 6.492 3.601  C37 1.090
54 H 3.248 5.280 5.092  C38 1.090
55 H 2.818 6.948 4.919  C38 1.090
56 H 5.076 6.150 3.977  C39 1.090
57 H 4.318 7.507 3.132  C39 1.090
58 H 5.333 4.172 2.166  C40 1.090
59 H 3.800 3.841 1.274  C40 1.090
60 H 3.833 3.796 3.160  C40 1.090
61 C -0.792 -2.346 -3.002  C62 1.538, H71 1.090, H72 1.090, H73 1.090
62 C -1.306 -2.790 -1.622  C61 1.538, C63 1.593, H74 1.090, H75 1.090
63 C -1.818 -1.612 -0.679  C62 1.593, C64 1.532, H76 1.090, H77 1.090
64 C -0.807 -0.565 -0.202  C63 1.532, N65 1.568, H78 1.090, H79 1.090
65 N -1.389 0.487 0.805  C64 1.568, C66 1.522, C69 1.558, C70 1.572
66 C -2.298 1.535 0.180  N65 1.522, C67 1.551, H80 1.090, H81 1.090
67 C -2.120 2.838 1.003  C66 1.551, C68 1.495, H82 1.090, H83 1.090
68 C -0.815 2.745 1.726  C67 1.495, C69 1.540, H84 1.090, H85 1.090
69 C -0.233 1.363 1.375  N65 1.558, C68 1.540, H86 1.090, H87 1.090
70 C -2.159 -0.133 2.028  N65 1.572, H88 1.090, H89 1.090, H90 1.090
71 H -0.480 -3.133 -3.688  C61 1.090
72 H 0.056 -1.682 -2.836  C61 1.090
73 H -1.571 -1.810 -3.544  C61 1.090
74 H -0.439 -3.177 -1.085  C62 1.090
75 H -2.011 -3.619 -1.682  C62 1.090
76 H -2.222 -1.971 0.268  C63 1.090
77 H -2.560 -1.053 -1.248  C63 1.090
78 H -0.339 0.015 -0.998  C64 1.090
79 H 0.024 -1.009 0.346  C64 1.090
80 H -3.331 1.208 0.063  C66 1.090
81 H -1.880 1.776 -0.797  C66 1.090
82 H -3.003 2.902 1.638  C67 1.090
83 H -2.084 3.695 0.331  C67 1.090
84 H -1.072 2.938 2.767  C68 1.090
85 H -0.192 3.525 1.289  C68 1.090
86 H 0.354 0.917 2.178  C69 1.090
87 H 0.473 1.636 0.590  C69 1.090
88 H -1.554 -0.976 2.362  C70 1.090
89 H -3.154 -0.558 1.900  C70 1.090
90 H -2.181 0.676 2.759  C70 1.090
91 C -1.190 6.775 0.659  C92 1.510, H101 1.090, H102 1.090, H103 1.090
92 C -2.091 6.318 1.782  C91 1.510, C93 1.518, H104 1.090, H105 1.090
93 C -3.520 6.185 1.285  C92 1.518, C94 1.524, H106 1.090, H107 1.090
94 C -4.467 5.686 2.370  C93 1.524, N95 1.541, H108 1.090, H109 1.090
95 N -5.984 5.637 2.106  C94 1.541, C96 1.565, C99 1.532, C100 1.578
96 C -6.668 7.043 2.028  N95 1.565, C97 1.523, H110 1.090, H111 1.090
97 C -8.065 6.873 2.609  C96 1.523, C98 1.537, H112 1.090, H113 1.090
98 C -8.142 5.498 3.289  C97 1.537, C99 1.544, H114 1.090, H115 1.090
99 C -6.675 5.017 3.325  N95 1.532, C98 1.544, H116 1.090, H117 1.090
100 C -6.141 4.668 0.871  N95 1.578, H118 1.090, H119 1.090, H120 1.090
101 H -1.269 7.844 0.464  C91 1.090
102 H -1.327 6.202 -0.258  C91 1.090
103 H -0.137 6.601 0.880  C91 1.090
104 H -2.143 6.984 2.643  C92 1.090
105 H -1.664 5.449 2.283  C92 1.090
106 H -3.372 5.563 0.403  C93 1.090
107 H -3.971 7.092 0.882  C93 1.090
108 H -4.232 6.151 3.328  C94 1.090
109 H -4.243 4.627 2.497  C94 1.090
110 H -6.535 7.497 1.046  C96 1.090
111 H -6.114 7.737 2.660  C96 1.090
112 H -8.936 7.024 1.971  C97 1.090
113 H -8.226 7.633 3.374  C97 1.090
114 H -8.930 4.926 2.800  C98 1.090
115 H -8.505 5.663 4.303  C98 1.090
116 H -6.632 3.930 3.383  C99 1.090
117 H -6.155 5.477 4.165  C99 1.090
118 H -5.898 5.284 0.005  C100 1.090
119 H -7.156 4.274 0.920  C100 1.090
120 H -5.488 3.800 0.957  C100 1.090
121 C 1.951 -4.785 0.569  C122 1.492, H131 1.090, H132 1.090, H133 1.090
122 C 1.200 -3.687 1.247  C121 1.492, C123 1.536, H134 1.090, H135 1.090
123 C 1.669 -3.364 2.673  C122 1.536, C124 1.539, H136 1.090, H137 1.090
124 C 1.587 -4.555 3.644  C123 1.539, N125 1.568, H138 1.090, H139 1.090
125 N 2.162 -4.349 5.088  C124 1.568, C126 1.553, C129 1.549, C130 1.549
126 C 1.780 -3.017 5.789  N125 1.553, C127 1.568, H140 1.090, H141 1.090
127 C 3.054 -2.712 6.650  C126 1.568, C128 1.491, H142 1.090, H143 1.090
128 C 4.171 -3.001 5.706  C127 1.491, C129 1.579, H144 1.090, H145 1.090
129 C 3.707 -4.320 4.973  N125 1.549, C128 1.579, H146 1.090, H147 1.090
130 C 1.927 -5.609 5.959  N125 1.549, H148 1.090, H149 1.090, H150 1.090
131 H 1.683 -4.740 -0.486  C121 1.090
132 H 1.654 -5.807 0.803  C121 1.090
133 H 2.972 -4.704 0.942  C121 1.090
134 H 0.133 -3.890 1.164  C122 1.090
135 H 1.227 -2.722 0.742  C122 1.090
136 H 0.934 -2.631 3.007  C123 1.090
137 H 2.616 -2.824 2.679  C123 1.090
138 H 2.061 -5.451 3.244  C124 1.090
139 H 0.550 -4.832 3.834  C124 1.090
140 H 0.907 -3.095 6.437  C126 1.090
141 H 1.597 -2.270 5.017  C126 1.090
142 H 3.074 -3.274 7.584  C127 1.090
143 H 3.054 -1.679 6.998  C127 1.090
144 H 5.065 -3.020 6.328  C128 1.090
145 H 4.334 -2.142 5.054  C128 1.090
146 H 4.215 -5.227 5.299  C129 1.090
147 H 4.041 -4.274 3.936  C129 1.090
148 H 2.295 -6.421 5.332  C130 1.090
149 H 0.851 -5.594 6.135  C130 1.090
150 H 2.502 -5.361 6.851  C130 1.090
151 C 1.567 -5.128 -3.264  C152 1.521, H161 1.090, H162 1.090, H163 1.090
152 C 1.597 -5.625 -4.701  C151 1.521, C153 1.543, H164 1.090, H165 1.090
153 C 1.733 -7.156 -4.831  C152 1.543, C154 1.599, H166 1.090, H167 1.090
154 C 1.870 -7.593 -6.363  C153 1.599, N155 1.547, H168 1.090, H169 1.090
155 N 2.661 -8.916 -6.500  C154 1.547, C156 1.545, C159 1.545, C160 1.568
156 C 4.126 -8.770 -6.032  N155 1.545, C157 1.533, H170 1.090, H171 1.090
157 C 4.925 -9.889 -6.712  C156 1.533, C158 1.542, H172 1.090, H173 1.090
158 C 4.397 -9.609 -8.133  C157 1.542, C159 1.540, H174 1.090, H175 1.090
159 C 2.916 -9.211 -7.994  N155 1.545, C158 1.540, H176 1.090, H177 1.090
160 C 1.919 -10.046 -5.707  N155 1.568, H178 1.090, H179 1.090, H180 1.090
161 H 0.928 -5.781 -2.670  C151 1.090
162 H 1.274 -4.099 -3.061  C151 1.090
163 H 2.541 -5.378 -2.843  C151 1.090
164 H 2.387 -5.246 -5.350  C152 1.090
165 H 0.602 -5.345 -5.047  C152 1.090
166 H 0.798 -7.607 -4.500  C153 1.090
167 H 2.650 -7.486 -4.342  C153 1.090
168 H 2.331 -6.894 -7.060  C154 1.090
169 H 0.884 -7.790 -6.785  C154 1.090
170 H 4.113 -8.886 -4.948  C156 1.090
171 H 4.489 -7.793 -6.354  C156 1.090
172 H 4.602 -10.905 -6.486  C157 1.090
173 H 6.004 -9.934 -6.567  C157 1.090
174 H 4.444 -10.498 -8.762  C158 1.090
175 H 4.915 -8.789 -8.631  C158 1.090
176 H 2.250 -10.054 -8.179  C159 1.090
177 H 2.618 -8.390 -8.646  C159 1.090
178 H 2.003 -9.706 -4.674  C160 1.090
179 H 2.311 -11.056 -5.828  C160 1.090
180 H 0.845 -9.864 -5.752  C160 1.090
181 C 3.532 3.965 12.104  C182 1.509, H191 1.090, H192 1.090, H193 1.090
182 C 3.296 4.173 10.628  C181 1.509, C183 1.589, H194 1.090, H195 1.090
183 C 1.961 3.477 10.121  C182 1.589, C184 1.564, H196 1.090, H197 1.090
184 C 1.863 3.496 8.559  C183 1.564, N185 1.586, H198 1.090, H199 1.090
185 N 0.612 2.817 7.861  C184 1.586, C186 1.535, C189 1.564, C190 1.551
186 C 0.633 1.312 8.158  N185 1.535, C187 1.524, H200 1.090, H201 1.090
187 C -0.199 0.680 7.049  C186 1.524, C188 1.536, H202 1.090, H203 1.090
188 C -0.078 1.594 5.821  C187 1.536, C189 1.568, H204 1.090, H205 1.090
189 C 0.706 2.865 6.300  N185 1.564, C188 1.568, H206 1.090, H207 1.090
190 C -0.726 3.461 8.309  N185 1.551, H208 1.090, H209 1.090, H210 1.090
191 H 4.059 4.858 12.439  C181 1.090
192 H 4.040 3.069 12.460  C181 1.090
193 H 2.572 3.916 12.618  C181 1.090
194 H 4.196 3.929 10.063  C182 1.090
195 H 3.145 5.221 10.369  C182 1.090
196 H 1.128 4.031 10.553  C183 1.090
197 H 1.917 2.427 10.409  C183 1.090
198 H 2.784 3.205 8.053  C184 1.090
199 H 1.648 4.507 8.214  C184 1.090
200 H 0.369 1.082 9.191  C186 1.090
201 H 1.671 0.989 8.075  C186 1.090
202 H -1.232 0.623 7.391  C187 1.090
203 H 0.111 -0.348 6.862  C187 1.090
204 H -1.067 1.906 5.483  C188 1.090
205 H 0.525 1.055 5.091  C188 1.090
206 H 0.366 3.804 5.862  C189 1.090
207 H 1.760 2.763 6.038  C189 1.090
208 H -0.772 4.444 7.840  C190 1.090
209 H -0.729 3.465 9.399  C190 1.090
210 H -1.571 2.868 7.959  C190 1.090
211 C -7.355 5.653 -3.457  C212 1.581, H220 1.090, H221 1.090, H222 1.090
212 C -6.344 6.608 -2.705  C211 1.581, C213 1.545, N216 1.509, H223 1.090
213 C -4.929 6.032 -2.935  C212 1.545, O214 1.385, H224 1.090, H225 1.090
214 O -4.867 4.832 -2.248  C213 1.385, C215 1.365
215 C -3.722 4.144 -2.526  O214 1.365, H226 1.090, H227 1.090, H228 1.090
216 N -6.565 8.020 -3.190  C212 1.509, H217 1.010, H218 1.010, H219 1.010
217 H -6.006 8.625 -2.605  N216 1.010
218 H -6.477 8.114 -4.191  N216 1.010
219 H -7.486 8.322 -2.905  N216 1.010
220 H -8.338 6.124 -3.414  C211 1.090
221 H -7.519 4.729 -2.902  C211 1.090
222 H -7.218 5.452 -4.519  C211 1.090
223 H -6.401 6.643 -1.617  C212 1.090
224 H -4.081 6.588 -2.536  C213 1.090
225 H -4.680 6.024 -3.996  C213 1.090
226 H -3.390 4.272 -3.556  C215 1.090
227 H -3.850 3.064 -2.455  C215 1.090
228 H -2.854 4.350 -1.899  C215 1.090
229 C -5.818 -5.832 -2.763  C230 1.532, H238 1.090, H239 1.090, H240 1.090
230 C -6.589 -5.154 -1.626  C229 1.532, C231 1.548, N234 1.547, H241 1.090
231 C -5.726 -4.180 -0.789  C230 1.548, O232 1.411, H242 1.090, H243 1.090
232 O -6.536 -3.465 0.118  C231 1.411, C233 1.439
233 C -5.891 -2.265 0.580  O232 1.439, H244 1.090, H245 1.090, H246 1.090
234 N -7.639 -4.275 -2.347  C230 1.547, H235 1.010, H236 1.010, H237 1.010
235 H -8.356 -4.861 -2.749  N234 1.010
236 H -8.144 -3.737 -1.657  N234 1.010
237 H -7.265 -3.584 -2.982  N234 1.010
238 H -4.947 -6.387 -2.414  C229 1.090
239 H -5.521 -5.098 -3.512  C229 1.090
240 H -6.356 -6.684 -3.179  C229 1.090
241 H -7.060 -5.926 -1.017  C230 1.090
242 H -5.074 -3.577 -1.421  C231 1.090
243 H -5.041 -4.757 -0.168  C231 1.090
244 H -4.910 -2.377 1.042  C233 1.090
245 H -6.448 -1.699 1.327  C233 1.090
246 H -5.887 -1.513 -0.209  C233 1.090
247 C 2.645 -2.662 -6.973  C248 1.594, H256 1.090, H257 1.090, H258 1.090
248 C 1.211 -2.059 -6.623  C247 1.594, C249 1.506, N252 1.519, H259 1.090
249 C 1.271 -0.766 -5.854  C248 1.506, O250 1.454, H260 1.090, H261 1.090
250 O -0.045 -0.156 -5.746  C249 1.454, C251 1.408
251 C -0.105 1.000 -4.946  O250 1.408, H262 1.090, H263 1.090, H264 1.090
252 N 0.489 -1.915 -7.951  C248 1.519, H253 1.010, H254 1.010, H255 1.010
253 H 0.999 -1.206 -8.457  N252 1.010
254 H 0.428 -2.764 -8.495  N252 1.010
255 H -0.443 -1.614 -7.704  N252 1.010
256 H 2.605 -3.494 -7.676  C247 1.090
257 H 3.100 -3.035 -6.056  C247 1.090
258 H 3.275 -1.895 -7.423  C247 1.090
259 H 0.642 -2.738 -5.988  C248 1.090
260 H 1.986 -0.083 -6.313  C249 1.090
261 H 1.680 -0.985 -4.868  C249 1.090
262 H -0.482 0.641 -3.989  C251 1.090
263 H -0.731 1.777 -5.386  C251 1.090
264 H 0.835 1.487 -4.687  C251 1.090
265 C -2.818 -4.906 -5.378  C266 1.556, H274 1.090, H275 1.090, H276 1.090
266 C -2.193 -6.256 -5.837  C265 1.556, C267 1.543, N270 1.528, H277 1.090
267 C -2.447 -7.345 -4.774  C266 1.543, O268 1.415, H278 1.090, H279 1.090
268 O -1.576 -6.951 -3.731  C267 1.415, C269 1.431
269 C -2.076 -7.534 -2.524  O268 1.431, H280 1.090, H281 1.090, H282 1.090
270 N -2.743 -6.611 -7.218  C266 1.528, H271 1.010, H272 1.010, H273 1.010
271 H -3.753 -6.631 -7.202  N270 1.010
272 H -2.288 -5.986 -7.868  N270 1.010
273 H -2.494 -7.528 -7.560  N270 1.010
274 H -3.875 -5.113 -5.208  C265 1.090
275 H -2.830 -4.150 -6.162  C265 1.090
276 H -2.390 -4.446 -4.487  C265 1.090
277 H -1.127 -6.078 -5.975  C266 1.090
278 H -1.942 -8.231 -5.160  C267 1.090
279 H -3.508 -7.415 -4.534  C267 1.090
280 H -3.159 -7.501 -2.402  C269 1.090
281 H -1.596 -6.979 -1.718  C269 1.090
282 H -1.736 -8.567 -2.460  C269 1.090
283 C -4.917 -0.844 -5.563  F284 1.342, F285 1.342, F286 1.323, S287 1.925
284 F -4.377 -1.559 -6.562  C283 1.342
285 F -4.013 0.047 -5.128  C283 1.342
286 F -6.020 -0.316 -6.066  C283 1.323
287 S -5.390 -2.020 -4.114  C283 1.925, O288 1.467, O289 1.473, O290 1.452
288 O -4.151 -2.671 -3.676  S287 1.467
289 O -6.002 -1.124 -3.119  S287 1.473
290 O -6.346 -2.950 -4.689  S287 1.452
291 C 1.788 4.261 -3.277  F292 1.343, F293 1.324, F294 1.343, S295 1.938
292 F 2.521 3.326 -3.904  C291 1.343
293 F 2.346 5.394 -2.883  C291 1.324
294 F 0.817 4.484 -4.177  C291 1.343
295 S 1.048 3.496 -1.658  C291 1.938, O296 1.461, O297 1.448, O298 1.469
296 O 0.232 2.337 -2.013  S295 1.461
297 O 2.233 3.122 -0.915  S295 1.448
298 O 0.207 4.541 -1.061  S295 1.469
299 C -2.641 -4.296 4.957  F300 1.391, F301 1.387, F302 1.308, S303 1.934
300 F -3.709 -4.883 5.628  C299 1.391
301 F -1.516 -5.105 5.023  C299 1.387
302 F -2.912 -4.285 3.678  C299 1.308
303 S -2.167 -2.571 5.692  C299 1.934, O304 1.460, O305 1.501, O306 1.450
304 O -1.286 -1.941 4.713  S303 1.460
305 O -3.456 -1.839 5.920  S303 1.501
306 O -1.487 -2.900 6.930  S303 1.450

Results
- orbital gap (eV) = 6.55
- DFT total energy (Eh) = -6907.501910
- E_HOMO (eV) = -19.83
- total charge = +8
- spin multiplicity = 1